1.
100
Properties=species:S:1:pos:R:3:forces:R:3 method="wB97M-V/def2-TZVPD" lumo_ev="2.36 / 2.37" charge=-1 multiplicity=1 total_energy_ha=-5017.39442 orbital_gap_ev="4.83 / 3.91"
Sc 0.740 0.500 -0.206 -1.6 0.1 1.2
N 0.123 5.053 -2.607 0.8 1.3 0.8
N 2.120 -0.534 -1.644 -2.7 2.7 -1.4
C -1.270 -0.965 1.109 0.3 0.6 -0.2
C -1.846 -0.134 0.113 0.5 0.2 0.1
C -2.019 1.180 0.688 0.4 0.3 -0.1
C -2.699 2.281 0.103 -1.6 -1.8 1.5
H -3.376 2.042 -0.717 0.4 0.4 -0.1
H -1.553 3.279 -0.604 0.2 1.1 0.9
H -3.024 3.074 0.779 0.2 0.0 -0.3
C -1.402 1.160 1.979 -0.3 -0.9 -0.5
C -1.493 2.256 2.965 0.3 0.6 0.4
H -2.541 2.563 3.140 0.3 -0.1 -0.1
H -0.948 3.151 2.627 -0.2 -0.2 0.3
H -1.061 1.966 3.935 -0.1 0.1 -0.2
C -0.935 -0.149 2.229 -0.5 0.5 -0.6
C -0.379 -0.597 3.526 0.5 -0.2 0.6
H 0.453 0.060 3.823 -0.3 -0.3 0.0
H 0.002 -1.626 3.467 -0.1 0.2 0.1
H -1.125 -0.561 4.342 0.2 0.0 -0.3
C -2.530 -0.630 -1.110 -0.4 -0.3 -0.6
H -3.608 -0.825 -0.939 0.3 0.1 0.0
H -2.089 -1.579 -1.456 -0.1 0.3 0.1
H -2.463 0.090 -1.938 0.0 -0.1 0.2
C -1.333 -2.453 1.078 0.3 -0.6 -0.1
H -0.984 -2.906 2.020 0.0 0.2 -0.3
H -0.708 -2.845 0.265 -0.1 -0.2 0.2
H -2.363 -2.827 0.904 0.4 0.3 0.1
C 1.141 5.746 -3.048 1.2 0.0 0.1
H 0.871 6.731 -3.466 0.5 -0.5 -0.1
C 2.471 5.278 -2.952 -0.3 0.7 0.0
H 3.268 5.960 -3.249 0.0 -0.4 0.0
C 2.697 3.979 -2.479 -0.4 -0.5 -0.1
H 3.730 3.554 -2.538 -1.1 0.2 0.1
C 1.593 3.234 -1.970 0.9 1.3 -1.5
H 1.652 2.132 -1.982 0.0 0.6 0.8
C 0.345 3.925 -1.885 -1.9 -0.5 -1.0
C -0.954 3.410 -1.467 2.1 -3.5 -2.1
H -0.995 2.408 -2.015 -0.3 0.3 0.6
C 1.931 -1.580 -0.893 -0.9 0.3 -1.7
C 1.931 -0.899 -2.981 1.5 0.5 -0.4
H 1.636 -0.171 -3.714 0.7 0.2 -0.4
C 2.099 -2.232 -3.104 -0.5 0.1 1.6
H 2.338 -2.822 -3.973 -0.4 -0.2 0.2
N 2.052 -2.670 -1.737 0.0 -0.1 -0.4
C 1.679 -3.901 -1.142 -1.3 1.7 0.5
C 0.612 -4.651 -1.693 1.0 -0.3 1.1
C 0.221 -5.750 -0.921 0.4 0.3 -0.1
H -0.462 -6.490 -1.338 0.0 0.2 0.1
C 0.736 -5.934 0.364 0.3 0.0 0.0
C 0.510 -7.242 1.034 -0.2 -0.3 0.2
H 0.630 -7.146 2.119 -0.1 -0.2 -0.1
H 1.246 -7.972 0.661 -0.3 0.1 0.2
H -0.494 -7.603 0.785 0.2 -0.2 0.3
C 1.523 -4.958 0.989 -0.1 -0.4 -0.6
H 1.843 -5.054 2.027 -0.3 -0.1 -0.2
C 1.959 -3.871 0.250 -0.2 -0.8 -0.6
C 2.586 -2.708 0.956 1.8 -0.2 2.1
H 3.261 -2.048 0.374 -0.4 -0.9 0.8
H 3.209 -3.113 1.762 0.2 -0.5 0.3
H 1.857 -2.072 1.501 0.3 -0.4 -0.7
C -0.128 -4.217 -2.916 -0.4 -0.2 -0.8
H 0.528 -4.065 -3.779 -0.2 0.0 0.2
H -0.707 -3.283 -2.776 0.5 -0.3 0.2
H -0.871 -4.974 -3.199 0.2 0.0 0.1
O 1.576 1.727 0.997 0.9 -0.7 -0.4
As 2.170 3.287 1.728 -1.4 0.7 0.7
C 1.799 3.132 3.618 0.5 0.7 -1.3
C 2.099 1.908 4.229 0.2 -0.4 0.7
C 1.789 1.706 5.579 0.1 0.2 -0.6
C 1.118 2.700 6.299 0.1 -0.2 0.4
C 0.876 3.947 5.711 0.1 0.1 -0.9
C 1.240 4.178 4.377 -0.5 0.1 0.7
C 4.089 3.343 1.462 0.4 -0.1 -0.1
C 4.647 2.376 0.620 0.2 0.1 0.0
C 6.005 2.434 0.281 -0.1 0.2 0.2
C 6.825 3.428 0.828 -0.3 -0.2 0.1
C 6.302 4.317 1.776 -0.4 -0.1 -0.2
C 4.927 4.305 2.066 0.2 -0.3 -0.2
C 1.398 4.920 0.929 0.8 0.6 0.8
C 2.258 5.926 0.454 -0.1 0.2 -0.2
C 1.744 7.123 -0.064 0.0 -0.4 0.0
C 0.362 7.308 -0.165 0.0 -0.1 0.3
C -0.497 6.330 0.340 0.3 -0.1 0.0
C 0.021 5.151 0.894 -0.4 -0.1 0.0
H 2.571 1.117 3.642 -0.1 0.2 0.2
H 2.071 0.765 6.057 -0.2 0.2 -0.2
H 0.794 2.500 7.324 0.2 0.1 -0.3
H 0.403 4.744 6.291 0.1 -0.2 -0.2
H 1.073 5.155 3.917 0.0 -0.3 0.2
H 4.006 1.580 0.232 0.2 0.3 0.0
H 6.415 1.694 -0.408 -0.1 0.2 0.2
H 7.871 3.500 0.522 -0.3 -0.1 0.2
H 6.963 5.024 2.284 -0.3 -0.1 -0.3
H 4.518 5.043 2.760 0.0 -0.3 -0.2
H 3.338 5.773 0.478 -0.3 0.1 0.0
H 2.427 7.899 -0.416 -0.2 -0.3 0.0
H -0.045 8.202 -0.643 0.1 -0.3 0.2
H -1.580 6.475 0.285 0.4 -0.2 0.0
H -0.670 4.385 1.244 0.2 0.3 -0.1

=====

2.
64
Properties=species:S:1:pos:R:3:forces:R:3 method="wB97M-V/def2-TZVPD" e_above_lowest_ev=0.0000 lumo_ev="2.18 / 2.51" charge=-1 multiplicity=2 total_energy_ha=-4594.93215 orbital_gap_ev="5.83 / 6.28"
Fe -0.235 0.596 0.742 0.9 0.0 -0.4
C 2.281 2.068 -0.950 0.1 0.0 0.0
P 2.154 0.539 0.088 -0.6 0.4 0.0
C 3.167 -0.664 -0.810 0.1 -0.1 0.0
C 2.618 -1.235 -1.957 0.0 0.0 0.0
C 3.350 -2.140 -2.709 0.0 0.0 0.0
C 4.632 -2.495 -2.313 0.0 0.0 0.0
C 5.181 -1.936 -1.168 0.0 0.0 0.0
C 4.455 -1.021 -0.421 0.0 0.0 0.0
C 2.974 0.842 1.669 0.2 0.0 0.0
C 3.416 2.090 2.101 0.0 0.0 0.0
C 3.896 2.248 3.392 0.0 0.0 0.0
C 3.931 1.171 4.265 0.0 0.0 0.0
C 3.473 -0.069 3.847 0.0 0.0 0.0
C 2.994 -0.233 2.560 0.0 0.0 0.0
C 0.897 2.488 -1.340 0.1 0.0 -0.1
C 0.464 3.354 -2.324 0.0 0.0 0.0
C -0.955 3.324 -2.295 -0.1 -0.1 0.0
C -1.304 2.443 -1.293 0.0 0.0 0.0
C -2.615 1.928 -0.782 0.0 -0.1 0.0
P -2.178 0.284 -0.066 -0.3 0.4 -0.1
C -2.202 -0.822 -1.518 0.0 0.0 0.0
C -1.098 -1.613 -1.810 0.0 0.0 0.0
C -1.097 -2.428 -2.934 0.0 0.0 0.0
C -2.202 -2.463 -3.769 0.0 0.0 0.0
C -3.314 -1.684 -3.478 0.0 0.0 0.0
C -3.313 -0.868 -2.359 0.0 0.0 0.0
C -3.602 -0.262 0.910 -0.1 0.0 0.0
C -4.288 0.644 1.716 0.0 0.0 0.0
C -5.358 0.220 2.486 -0.1 0.0 0.0
C -5.744 -1.112 2.471 0.0 0.0 0.0
C -5.053 -2.022 1.683 -0.1 0.0 0.0
C -3.988 -1.601 0.904 0.1 0.0 0.0
N -0.177 1.933 -0.714 -0.2 -0.1 0.3
H 2.891 1.861 -1.833 0.0 -0.1 0.1
H 2.804 2.845 -0.388 0.0 0.0 0.0
H 1.614 -0.961 -2.264 0.0 0.0 0.0
H 2.914 -2.573 -3.600 0.0 0.0 0.0
H 5.200 -3.211 -2.892 0.0 0.0 0.0
H 6.180 -2.212 -0.856 0.0 0.0 0.0
H 4.882 -0.588 0.474 0.0 0.0 0.0
H 3.370 2.959 1.458 0.0 0.0 0.0
H 4.223 3.227 3.719 0.0 0.0 0.0
H 4.274 1.305 5.282 0.0 0.0 0.0
H 3.427 -0.896 4.540 0.0 0.0 0.0
H 2.569 -1.186 2.266 0.0 0.0 0.0
H 1.095 3.923 -2.990 0.0 0.0 0.0
H -1.635 3.866 -2.934 0.0 0.0 0.0
H -3.369 1.853 -1.567 0.0 0.0 0.0
H -3.015 2.542 0.028 0.0 0.0 0.0
H -0.250 -1.603 -1.136 0.0 0.0 0.0
H -0.230 -3.041 -3.150 0.0 0.0 0.0
H -2.201 -3.101 -4.644 0.0 0.0 0.0
H -4.183 -1.714 -4.123 0.0 0.0 0.0
H -4.187 -0.269 -2.132 0.0 0.0 0.0
H -3.951 1.670 1.780 0.0 0.0 0.0
H -5.877 0.930 3.117 0.0 0.0 0.0
H -6.573 -1.444 3.084 0.0 0.0 0.0
H -5.335 -3.068 1.684 0.0 0.0 0.0
H -3.438 -2.318 0.310 0.0 0.0 0.0
S 0.300 -0.405 5.257 0.1 0.0 0.0
Sb -1.325 -0.310 3.678 -0.1 0.1 -0.2
S -0.302 -1.422 1.658 0.0 -0.2 0.2
S -1.036 1.836 2.349 -0.2 -0.1 0.2

=====

3.
9
Properties=species:S:1:pos:R:3:forces:R:3 method="wB97M-V/def2-TZVPD" e_above_lowest_ev=2.2721 lumo_ev=0.78 multiplicity=1 total_energy_ha=-2790.48038 orbital_gap_ev=10.07
F 2.118 0.682 -0.601 1.6 -0.9 -2.0
C 1.084 0.886 0.209 -2.7 -2.8 -0.5
C -0.096 -0.339 -0.164 0.2 -3.3 0.5
C -1.438 -0.842 -0.178 4.1 1.3 0.5
Br -2.934 0.239 -0.024 -0.6 0.6 0.1
H 1.507 0.678 1.157 -0.6 -0.3 1.5
H 0.880 1.890 0.075 -1.6 1.9 0.1
H 0.646 -1.269 -0.296 -1.7 2.0 0.3
H -1.767 -1.926 -0.177 1.2 1.4 -0.4